No. 1
Computed, not measured: a single C7H10 molecule, with ωB97M-V/def2-TZVPD.

Positions of all 17 atoms, in Å:
C -1.42 -1.23 -0.22
C -0.48 -0.69 -1.11
C 0.12 0.68 -0.91
C -0.55 1.65 0.04
C 1.06 -0.34 -0.35
C 0.89 -0.77 1.05
C 1.86 -0.31 1.73
H -2.10 -0.58 0.33
H -1.77 -2.24 -0.39
H -0.21 -1.26 1.16
H -0.22 -1.23 -2.01
H 0.48 1.16 -1.82
H 0.14 2.47 0.27
H -1.46 2.07 -0.38
H -0.80 1.17 1.00
H 1.95 -0.62 -0.90
H 2.50 0.05 2.50

Properties
Gap between HOMO and LUMO (alpha / beta)   7.7 / 7.8 eV

Here are the Löwdin charges for atoms 1 to 2, given in e: atom 1 (C): -0.033, atom 2 (C): -0.236

***

No. 2
Computed, not measured: a molecular structure, C16H19AsCl2F12MoN3O7Se, with ωB97M-V/def2-TZVPD.

Positions of all 62 atoms, in Å:
Mo -0.34 0.05 0.33
Cl -0.53 -7.17 -1.35
C -0.85 -5.57 -0.89
C -2.14 -5.12 -0.81
C -2.37 -3.81 -0.41
Cl -3.92 -3.22 -0.26
C -1.26 -2.90 -0.11
O -1.51 -1.75 0.26
C 0.10 -3.42 -0.25
C 1.22 -2.54 -0.07
O 1.03 -1.32 0.12
C 0.27 -4.71 -0.60
H -2.98 -5.76 -1.05
H 2.25 -2.88 -0.14
H 1.27 -5.12 -0.70
C -2.96 -0.64 2.90
N -1.79 -0.58 3.78
C -1.93 -1.31 5.04
C -0.68 0.13 3.54
N -0.03 0.16 2.37
N -0.14 0.80 4.58
C -1.02 1.41 5.58
C 1.21 1.37 4.49
H -3.83 -0.84 3.52
H -2.89 -1.42 2.15
H -3.10 0.32 2.40
H -2.23 -2.34 4.82
H -2.69 -0.87 5.69
H -0.98 -1.34 5.57
H 0.66 0.92 2.41
H -2.05 1.33 5.24
H -0.78 2.47 5.65
H -0.90 0.94 6.56
H 1.24 2.20 3.79
H 1.92 0.60 4.19
H 1.48 1.72 5.48
C 1.09 2.87 -1.63
C 1.89 2.00 -0.68
O 1.04 1.32 0.20
C 2.81 2.86 0.23
F 3.95 3.19 -0.40
F 2.20 3.99 0.58
F 3.15 2.21 1.35
C 2.73 0.97 -1.48
F 3.51 1.55 -2.39
F 3.51 0.24 -0.66
F 1.92 0.12 -2.12
H 0.50 3.58 -1.06
H 0.42 2.24 -2.21
H 1.75 3.41 -2.31
F -0.72 -0.15 -1.77
As -2.27 -0.15 -2.86
F -1.16 0.01 -4.14
F -2.27 1.54 -2.61
F -3.63 -0.19 -3.86
F -3.17 -0.35 -1.42
F -2.02 -1.86 -2.87
O -2.73 2.03 2.82
Se -1.92 2.73 1.60
O -0.37 3.08 1.97
O -1.73 1.23 0.45
O -2.70 3.83 0.70

Properties
2S+1   4
Gap between HOMO and LUMO (alpha / beta)   5.9 / 5.0 eV

Here are the Löwdin charges for atoms 1 to 2, given in e: atom 1 (Mo): 1.842, atom 2 (Cl): 0.782

***

No. 3
Computed, not measured: 3 unconnected molecules or ions with the total composition C3H14NO2, with ωB97M-V/def2-TZVPD.

Positions of all 20 atoms, in Å:
C 0.22 -0.66 -1.12
C -0.79 0.54 -0.89
C -0.31 1.69 -1.72
N -0.78 0.87 0.59
H 0.09 -1.37 -0.28
H 1.27 -0.42 -1.23
H -0.23 -1.17 -1.98
H -1.78 0.16 -1.09
H 0.60 2.10 -1.30
H -0.20 1.59 -2.81
H -1.08 2.49 -1.65
H -1.17 0.14 1.19
H -1.18 1.77 0.85
H 0.19 1.03 1.06
H -0.30 -4.12 1.36
H -0.64 -4.18 2.70
O -0.22 -3.48 2.13
H 2.16 0.39 1.89
H 2.31 1.75 1.18
O 1.86 0.89 1.13

Properties
2S+1   2
Charge   +2
Gap between HOMO and LUMO (alpha / beta)   12.7 / 2.9 eV

Here are the Löwdin charges for atoms 1 to 2, given in e: atom 1 (C): 0.024, atom 2 (C): -0.315

***

No. 4
Computed, not measured: a molecular structure, C4H8ClNS, with ωB97M-V/def2-TZVPD.

Positions of all 15 atoms, in Å:
C -0.95 0.52 0.10
C -0.67 0.62 1.61
C 0.41 -0.03 -0.60
C 0.16 -1.36 -1.36
N 1.51 -0.19 0.44
S 0.87 -0.31 1.92
Cl 2.69 1.81 0.32
H -1.79 -0.06 -0.12
H -1.08 1.53 -0.14
H -0.69 1.66 1.87
H -1.35 0.22 2.21
H 0.77 0.66 -1.48
H -0.44 -1.10 -2.29
H -0.46 -2.13 -0.78
H 1.02 -1.84 -1.71

Properties
Gap between HOMO and LUMO (alpha / beta)   7.5 / 7.6 eV

Here are the Löwdin charges for atoms 1 to 2, given in e: atom 1 (C): -0.151, atom 2 (C): -0.394

***

No. 5
Computed, not measured: a single C4H7NO molecule, with ωB97M-V/def2-TZVPD.

Positions of all 13 atoms, in Å:
O -0.44 -0.05 3.18
C -0.65 -0.11 1.98
N 0.17 -0.59 1.01
C -0.30 -0.42 -0.31
C 0.88 -0.12 -1.26
C -0.18 0.89 -1.01
H -1.53 0.18 1.22
H 1.13 -0.89 1.08
H -1.08 -1.13 -0.62
H 1.87 0.09 -0.83
H 0.93 -0.68 -2.19
H -0.88 1.06 -1.82
H 0.07 1.76 -0.42

Properties
Gap between HOMO and LUMO   10.9 eV

Here are the Löwdin charges for atoms 1 to 2, given in e: atom 1 (O): 0.026, atom 2 (C): -0.363

***

No. 6
Computed, not measured: a molecular structure, CH3NO3S, with ωB97M-V/def2-TZVPD.

Positions of all 9 atoms, in Å:
C -1.27 0.38 0.63
N 1.30 0.05 0.55
O -1.50 1.34 0.01
O 0.89 -1.31 -1.74
O -0.87 -0.77 0.03
S 0.57 -0.32 -0.74
H -1.14 0.14 1.74
H 2.10 -0.38 0.85
H -0.07 0.86 -1.33

Properties
Gap between HOMO and LUMO   11.2 eV

Here are the Löwdin charges for atoms 1 to 2, given in e: atom 1 (C): -0.454, atom 2 (N): -0.177

***

Record-wise E values, in Ha: -272.494530; -8136.275436; -327.122798; -1070.241518; -286.556500; -718.451478